(1)
Density functional theory data (the ωB97M-V functional and the def2-TZVPD basis) for a single C23H28N2O6S molecule.

```
60
Properties=species:S:1:pos:R:3:forces:R:3
S -4.75404 1.33688 -0.15735 -0.19 0.04 0.43
O 0.76600 -1.60946 -1.73748 -0.22 -0.26 -0.17
O -1.87288 -3.79470 0.04805 0.05 0.17 -0.22
O 6.41332 -0.44472 -0.69565 0.11 0.03 -0.15
O -6.14581 1.13528 0.12958 0.05 -0.11 0.25
O 6.22408 0.89423 1.09195 -0.16 0.11 0.24
O -4.39961 2.07135 -1.33991 0.30 -0.18 0.03
N 2.42182 -0.41867 -0.77498 0.17 0.00 -0.07
N -4.12528 2.09823 1.21624 -0.49 -0.39 -0.47
C 4.68043 -0.88115 0.94216 -0.05 -0.11 0.02
C 0.13068 0.30746 -0.49343 -0.29 0.04 -0.10
C 4.15574 -1.96209 -0.00670 0.17 0.22 -0.12
C -0.38846 0.13266 0.78413 0.08 0.03 -0.03
C 1.12446 -0.66746 -1.05511 -0.02 0.26 0.05
C -3.90750 -0.22537 -0.12035 -0.32 0.50 -0.05
C -1.36478 0.98727 1.25922 0.11 0.10 -0.04
C -1.99338 -4.67454 1.14036 -0.03 -0.14 0.16
C -0.34770 1.34018 -1.28846 0.21 -0.15 0.06
C -2.41881 -1.82579 -1.07509 -0.05 -0.24 0.13
C -2.57381 -2.63762 0.05476 -0.10 0.27 -0.17
C -4.07694 -1.01688 0.99543 -0.05 -0.06 -0.01
C 3.55196 0.08568 1.32068 0.09 0.17 -0.13
C -3.41420 -2.22788 1.09004 0.07 -0.16 0.08
C 2.90518 0.65506 0.05608 -0.04 0.21 0.48
C -3.09022 -0.62566 -1.16220 -0.04 -0.02 -0.10
C 6.85900 2.72388 -0.38925 -0.04 -0.33 0.24
C 3.45506 -1.33391 -1.21131 0.05 -0.48 -0.17
C 5.85660 -0.13670 0.32468 -0.17 -0.31 0.16
C -1.84429 2.02307 0.46570 0.40 0.17 -0.01
C -1.32699 2.19238 -0.81017 0.02 0.04 0.17
C 7.31732 1.69194 0.63116 0.38 0.22 -0.33
C -2.94510 2.91144 0.97396 0.27 0.20 -0.22
H -1.77338 0.84836 2.24884 -0.08 -0.06 0.12
H 8.07480 1.03501 0.19180 -0.07 0.11 0.15
H 3.94182 0.89597 1.93609 -0.06 -0.02 0.04
H 7.71381 2.17229 1.52769 -0.03 -0.10 -0.10
H 3.45059 -2.59778 0.53135 -0.01 -0.03 0.02
H 5.06820 -1.34801 1.85526 0.01 0.06 -0.06
H 3.65220 1.22620 -0.50986 -0.06 0.07 0.00
H 7.69474 3.36120 -0.66257 0.08 0.10 -0.05
H 2.08062 1.32116 0.31445 0.18 -0.02 -0.07
H -4.73181 -0.67616 1.78113 -0.05 -0.05 0.18
H 6.49238 2.22567 -1.28353 -0.01 0.00 -0.08
H 2.79693 -0.45488 1.89459 -0.03 0.00 0.03
H -2.98782 0.01651 -2.02164 0.10 0.03 -0.13
H -3.55673 -2.83863 1.96739 0.00 -0.07 0.06
H 4.18554 -0.79139 -1.81909 -0.07 -0.03 0.00
H -1.35388 -5.52349 0.90415 -0.06 0.05 0.06
H -0.03059 -0.67920 1.40054 0.03 -0.11 0.08
H -3.02364 -5.02242 1.26548 0.03 0.03 0.00
H 4.98366 -2.57688 -0.35943 -0.04 -0.06 0.02
H 2.97776 -2.10091 -1.82322 0.12 0.13 0.03
H -1.74364 -2.15326 -1.84894 0.08 0.01 -0.09
H -4.86971 2.60147 1.67686 -0.26 -0.01 -0.02
H -3.15064 3.69853 0.23717 0.11 -0.03 0.16
H 6.06446 3.33920 0.02696 -0.04 0.09 0.02
H -2.65529 3.37370 1.92304 -0.08 -0.04 -0.09
H -1.65017 -4.21203 2.07149 -0.02 0.00 -0.03
H 0.04379 1.46775 -2.28674 0.03 0.01 -0.13
H -1.70981 2.98055 -1.43975 -0.08 0.08 -0.08
```
Forces are in eV/Å.

## Properties
- LUMO energy (eV) = 0.506
- ΔE to the lowest compared entry with this formula, charge and spin (kJ/mol) = 60.3
- SMILES = CCOC(=O)C1CCN(C(=O)c2ccc(CNS(=O)(=O)c3ccc(OC)cc3)cc2)CC1
- multiplicity = 1
- total charge = 0


(2)
Density functional theory data (the ωB97M-V functional and the def2-TZVPD basis) for a molecular structure, C23H28N3O2SSe2Zn.

```
60
Properties=species:S:1:pos:R:3:forces:R:3
Se -0.40004 2.28754 1.23646 0.06 -0.06 0.05
Se -2.60843 2.07800 0.59296 -0.01 0.02 -0.05
Zn 0.46016 -0.02221 0.15870 0.00 0.01 0.03
S -2.11323 -1.85279 0.65907 0.06 -0.08 0.06
O 1.57711 -0.03881 2.15390 -0.08 -0.01 0.00
O -0.84984 -1.19907 1.21585 -0.01 0.03 -0.05
N -1.24680 0.48379 -1.31367 0.03 -0.01 0.00
N 8.00136 -1.13958 2.03646 0.04 -0.01 0.03
N 1.18097 2.93523 -0.91702 0.01 -0.05 0.05
C -1.11473 -0.13310 -2.49610 -0.03 0.02 -0.01
C 3.87747 -1.94161 -0.33132 0.02 0.01 0.00
C -3.26032 0.60346 -3.21431 0.04 -0.02 -0.01
C 5.14148 0.31656 0.65218 0.01 -0.02 0.01
C 5.73806 -0.93589 0.80794 -0.06 0.00 -0.03
C 1.71489 3.71204 -1.85896 0.02 0.04 -0.04
C 3.25520 -0.70077 -0.47882 0.00 -0.01 0.02
C -2.92858 -2.46666 2.13586 -0.03 0.01 -0.03
C 0.27040 3.47879 -0.13007 -0.08 0.06 0.00
C 1.34118 5.03430 -2.04496 -0.01 0.00 0.01
C -2.67073 -4.22676 -0.64428 -0.01 0.00 -0.01
C 6.99729 -1.05236 1.48480 0.04 0.00 0.00
C -2.35639 1.16898 -1.08754 -0.04 0.01 0.02
C -3.37012 -1.30019 3.00558 0.02 -0.01 0.01
C -2.09457 -0.10785 -3.46840 -0.02 0.02 0.01
C 3.91896 0.42389 0.02138 0.00 0.03 -0.02
C 5.09999 -2.06685 0.30586 0.00 0.03 -0.01
C -1.53763 -3.40274 -0.05405 -0.01 0.04 0.02
C 1.91474 -0.57300 -1.11064 -0.03 0.01 -0.01
C -3.39275 1.26601 -2.00833 0.02 0.00 0.02
C -0.17368 4.78842 -0.21403 0.02 0.01 -0.03
C 2.23526 -1.24092 2.58155 0.01 0.01 0.02
C 0.37882 5.58054 -1.20908 0.00 -0.03 0.01
H -0.91803 5.17129 0.46988 0.00 0.00 0.00
H 1.50223 0.56873 2.89541 0.03 0.01 -0.02
H 1.67021 -1.49660 -1.64166 -0.03 0.00 -0.01
H 5.64313 1.19585 1.03354 0.01 0.01 0.00
H 1.82989 -1.58295 3.53325 0.00 0.00 0.01
H 1.80008 5.62183 -2.82731 0.00 0.00 -0.01
H -2.25604 -5.07603 -1.18450 -0.01 -0.01 0.00
H 5.56705 -3.03674 0.41178 0.01 0.00 0.00
H -3.26244 -3.63968 -1.34743 -0.01 -0.01 -0.01
H 2.04396 -1.99383 1.82227 0.00 0.00 0.00
H 3.39393 -2.82857 -0.72417 -0.01 -0.01 -0.01
H -4.27107 1.85687 -1.78643 -0.01 0.00 0.00
H 0.06903 6.61059 -1.32154 0.00 0.01 0.00
H -3.77843 -3.05999 1.79440 0.00 -0.01 -0.01
H -2.51230 -0.70094 3.30684 0.00 0.01 0.00
H -0.83102 -3.08554 -0.82415 0.00 0.01 0.00
H 2.46755 3.25057 -2.48691 0.01 0.00 -0.01
H -4.04768 0.65723 -3.95399 -0.01 0.00 -0.01
H 1.92018 0.24251 -1.83968 0.01 -0.02 -0.02
H -0.18077 -0.65627 -2.65295 0.02 -0.02 0.00
H -0.97857 -3.92659 0.72270 0.00 0.00 0.01
H -2.21531 -3.11556 2.64672 0.02 0.00 -0.01
H -4.07754 -0.65872 2.48001 0.00 0.00 0.00
H -1.93974 -0.62025 -4.40639 0.00 -0.01 -0.01
H -3.33418 -4.61879 0.12452 -0.01 -0.01 0.01
H 3.31011 -1.07754 2.65952 0.00 -0.02 0.00
H -3.85475 -1.67996 3.90342 -0.01 0.00 0.00
H 3.45067 1.39696 -0.08042 0.00 0.00 -0.01
```
Forces are in eV/Å.

## Properties
- LUMO energy (eV) = -3.215
- multiplicity = 1
- total charge = +1


(3)
Density functional theory data (the ωB97M-V functional and the def2-TZVPD basis) for a molecular structure, C23H28N3O4Y.

```
59
Properties=species:S:1:pos:R:3:forces:R:3
Y -0.92536 0.12981 -0.00968 2.75 0.13 -1.24
O -2.49629 1.70909 -0.01725 -1.46 -0.37 2.44
O -0.19981 1.74051 -0.81696 2.86 2.96 -0.33
O -2.62325 0.31116 -2.31682 -0.30 -0.19 -3.32
O 0.10123 1.71868 1.52306 -3.69 -2.61 2.62
N -0.98124 -1.68396 1.53279 -1.33 -2.32 0.11
N 1.34797 -1.31342 0.27721 2.78 1.78 1.92
N 2.08343 0.17431 -2.28476 0.28 0.59 1.01
C 4.77697 1.05005 -2.65986 -0.98 0.41 -0.81
C -1.25797 1.98900 2.15989 1.15 0.32 0.80
C -2.06760 -3.71772 2.37096 -1.31 3.69 0.14
C 2.49607 0.90012 -3.33537 -0.95 -0.13 -0.72
C 0.98401 2.65752 1.04975 1.97 1.01 0.28
C 4.39570 0.20850 -1.62984 -1.36 -0.73 2.45
C 3.76806 1.32433 -3.63456 0.98 -0.07 1.41
C -2.15588 -2.44729 1.55663 3.88 -2.69 3.56
C 2.38475 -3.02775 1.61673 -0.47 0.23 0.92
C 3.64765 -2.06357 -0.11902 -0.62 -0.37 0.87
C 3.00729 -0.13132 -1.35404 -0.11 -0.35 -2.60
C -4.17260 -0.59682 -4.22633 -0.33 0.19 1.19
C 0.12119 -2.30235 2.04552 -1.35 -0.60 1.90
C -2.36426 2.52536 1.26801 0.19 0.51 -2.21
C -3.10958 0.04849 -3.69953 1.25 0.65 0.44
C 3.50511 -2.99042 0.85746 1.94 -1.52 0.42
C 0.73533 2.87932 -0.39252 -1.55 -2.15 -3.05
C 0.08057 -3.23283 3.12594 0.86 1.29 -0.12
C 1.38246 -2.06296 1.45934 0.80 -0.95 -3.83
C -3.44944 -0.05183 -1.31736 -0.55 1.07 1.40
C -3.75171 1.30952 -0.60354 -0.37 -1.02 0.90
C 2.60124 -1.14294 -0.26573 0.26 0.32 -2.39
C -1.10396 -3.77437 3.45504 -3.67 -0.41 -2.50
H -3.07161 -1.99248 1.23808 -0.38 -0.29 -0.45
H 1.16647 3.03687 5.25875 0.42 0.19 -2.84
H 4.29912 -3.75187 1.08426 -0.91 0.70 -0.67
H 1.74634 1.21413 -4.06252 -0.23 -0.45 0.28
H -2.93224 -4.36493 2.38091 -0.15 0.08 0.10
H -3.99232 2.19794 -1.24772 -0.70 -1.48 0.34
H -2.85637 -0.74361 -0.59195 -1.53 0.42 -0.68
H -1.08128 2.81593 2.85183 -0.10 -0.17 0.28
H 1.99159 2.22562 1.14417 -0.37 -0.26 0.25
H 1.05658 3.56892 1.64655 -0.55 0.09 0.08
H -2.54579 0.80416 -4.20825 1.94 -1.08 -1.00
H -4.32114 -0.62203 -1.68036 0.07 0.16 0.34
H -1.82595 3.36524 0.80797 -1.02 0.60 0.38
H -1.52835 1.09790 2.77195 0.53 0.29 -0.60
H 2.33957 -3.95197 2.16982 -0.64 0.44 0.89
H 1.62720 2.69507 -1.01799 -0.25 0.52 0.44
H 0.29271 3.84472 -0.64812 -0.15 -0.20 -0.04
H 3.89092 1.86327 -4.57529 0.37 0.03 0.53
H 5.05436 -0.23277 -0.86544 0.29 0.98 -0.58
H -3.37487 2.78273 1.77086 1.84 -0.60 -0.84
H -4.01743 -1.44366 -4.89336 0.22 1.21 -1.21
H -5.16748 -0.16163 -4.16431 -0.50 -1.16 1.48
H 4.45624 -2.25602 -0.79130 0.37 0.94 -0.40
H 0.93884 -3.52948 3.72982 0.04 0.68 -0.35
H -4.45683 0.92111 0.14547 -0.38 1.41 0.26
H 5.74414 1.57340 -2.67616 -0.26 -0.86 -0.22
H -1.49026 -4.18477 4.38815 0.90 -0.65 -0.25
H 1.29774 3.09199 4.41899 -0.43 -0.19 2.82
```
Forces are in eV/Å.

## Properties
- LUMO energy (eV) = -6.729
- ΔE to the lowest compared entry with this formula, charge and spin (kJ/mol) = 498.9
- multiplicity = 1
- total charge = +2


Going through the records in order, we get max |F| values of 0.8, 0.1, 5.9 eV/A.
Going through the records in order, we get HOMO energy values of -8.61, -10.33, -13.29 eV.
Going through the records in order, we get electronic energy values of -50406.49092, -222811.11467, -37985.72279 eV.